Entry 1:
A cluster of 2 separate species, C5H11NO in total in a non-equilibrium geometry. Source: OMol25; level of theory: wB97M-V/def2-TZVPD.

```
! wB97M-V def2-TZVPD RIJCOSX def2/J DEFGRID3
* xyz 0 1
O 2.78 -0.64 0.99
N 0.03 -1.01 2.12
C -0.47 -0.99 0.81
C -1.41 2.47 -1.32
C -1.43 1.19 -1.00
C 0.01 -0.87 -0.45
C -0.45 0.13 -1.51
H -1.51 -0.65 0.85
H -0.82 -0.39 -2.40
H 1.03 -0.95 2.22
H 3.15 -1.36 0.46
H -0.41 -1.70 2.71
H 2.20 -0.15 0.43
H -2.23 0.66 -0.48
H -0.57 2.84 -1.87
H 0.76 -1.58 -0.79
H 0.51 0.62 -1.71
H -2.25 3.12 -1.11
*
```

DFT total energy: -8898.4390 eV
structure (SMILES): C=CC/C=C/N.O
M: 101.1 g mol⁻¹
HOMO energy: -7.8 eV
lowest unoccupied orbital energy: 0.0343 Ha
ΔE to the lowest compared entry with this formula, charge and spin: 75.14 kcal/mol
gap between HOMO and LUMO: 8.77 eV

Mulliken atomic charge list, values in e, 2 entries: -0.72, -0.39

---

Entry 2:
A structure of composition C5H11NO. Source: OMol25; level of theory: wB97M-V/def2-TZVPD.

```
! wB97M-V def2-TZVPD RIJCOSX def2/J DEFGRID3
* xyz 0 1
O 0.43 0.24 -1.69
N 0.01 -0.57 0.64
C 2.37 -0.51 -0.45
C 0.28 0.60 1.22
C -1.33 -0.79 0.10
C 1.03 0.16 -0.64
C -2.22 0.39 -0.26
H -3.16 0.01 -0.67
H -1.20 -1.43 -0.79
H -0.47 1.39 1.34
H 1.11 1.25 0.15
H -1.81 -1.40 0.87
H -1.74 1.00 -1.03
H 1.12 0.64 1.91
H 3.12 0.21 -0.75
H 2.41 -1.37 -1.12
H -2.47 1.02 0.60
H 2.53 -0.85 0.58
*
```

DFT total energy: -8897.2007 eV
M: 101.1 g mol⁻¹
HOMO energy: -8.5 eV
lowest unoccupied orbital energy: 0.0153 Ha
ΔE to the lowest compared entry with this formula, charge and spin: 103.69 kcal/mol
gap between HOMO and LUMO: 8.96 eV

Mulliken atomic charge list, values in e, 2 entries: -0.59, -0.32

---

Entry 3:
A cluster of 2 separate species, C5H11NO in total. Source: OMol25; level of theory: wB97M-V/def2-TZVPD.

```
! wB97M-V def2-TZVPD RIJCOSX def2/J DEFGRID3
* xyz 0 1
O -0.07 -1.56 -1.86
N -0.17 -0.68 1.38
C -0.72 0.72 -1.68
C 0.16 0.28 2.42
C -1.39 -0.90 1.14
C 1.70 -0.07 -1.27
C 0.26 -0.42 -1.62
H 1.88 1.00 -1.23
H 0.57 -0.23 3.30
H 1.93 -0.51 -0.29
H 2.37 -0.52 -2.01
H -1.67 -1.62 0.37
H -0.48 1.36 -2.54
H -0.70 0.88 2.73
H -1.74 0.35 -1.79
H -2.21 -0.40 1.68
H 0.94 0.95 2.06
H -0.65 1.36 -0.79
*
```

DFT total energy: -8899.9990 eV
structure (SMILES): CC(C)=O.C=NC
M: 101.1 g mol⁻¹
HOMO energy: -9.4 eV
lowest unoccupied orbital energy: 0.0351 Ha
ΔE to the lowest compared entry with this formula, charge and spin: 39.16 kcal/mol
gap between HOMO and LUMO: 10.39 eV

Mulliken atomic charge list, values in e, 2 entries: -0.58, -0.24

---

Entry 4:
An isolated molecule of C5H11NO. Source: OMol25; level of theory: wB97M-V/def2-TZVPD.

```
! wB97M-V def2-TZVPD RIJCOSX def2/J DEFGRID3
* xyz 0 1
O 1.49 0.99 -0.47
N -1.31 -0.70 -0.19
C 0.65 -0.11 -0.64
C -0.07 -0.67 0.60
C -2.53 -0.32 0.49
C -0.74 0.25 -1.15
C 2.69 0.65 0.19
H 3.27 1.57 0.31
H 1.15 -0.90 -1.23
H -3.31 -0.12 -0.24
H -2.88 -1.14 1.13
H -0.97 1.30 -0.91
H 3.28 -0.08 -0.40
H -2.40 0.57 1.13
H -0.98 0.05 -2.20
H 0.24 -1.64 1.01
H 2.50 0.22 1.18
H -0.08 0.09 1.40
*
```

DFT total energy: -8899.3508 eV
structure (SMILES): COC1CN(C)C1
M: 101.1 g mol⁻¹
HOMO energy: -8.7 eV
lowest unoccupied orbital energy: 0.0409 Ha
ΔE to the lowest compared entry with this formula, charge and spin: 54.11 kcal/mol
gap between HOMO and LUMO: 9.84 eV

Mulliken atomic charge list, values in e, 2 entries: -0.38, -0.14

---

Entry 5:
An isolated molecule of C5H11NO in a non-equilibrium geometry. Source: OMol25; level of theory: wB97M-V/def2-TZVPD.

```
! wB97M-V def2-TZVPD RIJCOSX def2/J DEFGRID3
* xyz 0 1
O -0.79 -0.48 1.62
N 0.78 0.53 -0.08
C -1.69 1.02 -0.07
C -0.65 -1.21 -0.65
C 1.87 -0.03 0.70
C 0.30 -0.91 -1.60
C -0.67 -0.06 0.29
H 0.29 -0.04 -2.24
H 1.81 -1.12 0.62
H 2.82 0.32 0.29
H 0.85 -1.72 -2.09
H 0.82 1.55 -0.06
H -0.73 -2.19 -0.19
H -2.69 0.58 0.01
H 1.83 0.24 1.76
H -1.61 1.88 0.60
H -1.00 0.28 2.18
H -1.55 1.35 -1.09
*
```

DFT total energy: -8898.0024 eV
structure (SMILES): C=C[C@@](C)(O)NC
M: 101.1 g mol⁻¹
HOMO energy: -7.7 eV
lowest unoccupied orbital energy: 0.0324 Ha
ΔE to the lowest compared entry with this formula, charge and spin: 85.21 kcal/mol
gap between HOMO and LUMO: 8.56 eV

Mulliken atomic charge list, values in e, 2 entries: -0.55, -0.36

---

Entry 6:
A cluster of 2 separate species, C5H11NO in total in a non-equilibrium geometry. Source: OMol25; level of theory: wB97M-V/def2-TZVPD.

```
! wB97M-V def2-TZVPD RIJCOSX def2/J DEFGRID3
* xyz 0 1
O -0.05 -1.01 -2.35
N -1.80 1.06 0.33
C 0.21 -0.27 0.85
C 2.36 -1.41 0.63
C -1.03 2.12 -0.32
C -1.11 -0.13 0.56
C 1.02 -1.46 0.63
H 2.97 -2.23 0.97
H 2.97 -0.51 0.58
H 0.58 0.68 1.23
H -1.76 -1.01 0.44
H -0.63 -0.92 -1.59
H 0.60 -2.44 0.84
H -1.58 3.05 -0.49
H -2.74 1.17 0.60
H -0.14 2.36 0.26
H -0.65 1.81 -1.29
H 0.77 -0.87 -1.85
*
```

DFT total energy: -8898.8216 eV
structure (SMILES): C=C/C=C/NC.O
M: 101.1 g mol⁻¹
HOMO energy: -8.0 eV
lowest unoccupied orbital energy: 0.0346 Ha
ΔE to the lowest compared entry with this formula, charge and spin: 66.32 kcal/mol
gap between HOMO and LUMO: 8.92 eV

Mulliken atomic charge list, values in e, 2 entries: -0.65, -0.18

---

Entry 7:
A cluster of 2 separate species, C5H11NO in total in a non-equilibrium geometry. Source: OMol25; level of theory: wB97M-V/def2-TZVPD.

```
! wB97M-V def2-TZVPD RIJCOSX def2/J DEFGRID3
* xyz 0 1
O 1.23 -2.81 -0.91
N -0.69 -1.14 0.97
C 0.85 1.83 -0.80
C 0.78 3.17 -0.59
C 0.21 -0.12 0.60
C -0.13 0.89 -0.22
C -2.11 -0.83 1.00
H 1.83 1.48 -1.14
H 0.40 3.56 0.36
H 0.89 3.83 -1.44
H -2.65 -1.73 1.27
H 0.45 -2.26 -0.74
H -2.43 -0.01 1.65
H -0.46 -1.46 1.90
H -1.15 1.07 -0.51
H -2.41 -0.47 0.02
H 1.19 -2.88 -1.88
H 1.25 -0.22 0.91
*
```

DFT total energy: -8898.1261 eV
structure (SMILES): C=C/C=C/NC.O
M: 101.1 g mol⁻¹
HOMO energy: -7.9 eV
lowest unoccupied orbital energy: 0.0241 Ha
ΔE to the lowest compared entry with this formula, charge and spin: 82.35 kcal/mol
gap between HOMO and LUMO: 8.60 eV

Mulliken atomic charge list, values in e, 2 entries: -0.64, -0.21

---

Entry 8:
A cluster of 2 separate species, C5H11NO in total. Source: OMol25; level of theory: wB97M-V/def2-TZVPD.

```
! wB97M-V def2-TZVPD RIJCOSX def2/J DEFGRID3
* xyz 0 1
O 0.91 -2.93 -0.41
N -0.25 -0.09 -0.39
C 0.97 0.61 -0.72
C 0.06 -2.47 -1.14
C -1.52 0.61 -0.41
C 0.71 0.15 0.67
C 0.45 1.15 1.78
H -2.16 0.19 0.37
H 1.21 -0.77 0.99
H 0.32 -1.98 -2.10
H 1.38 1.36 2.31
H -2.00 0.44 -1.38
H -0.27 0.76 2.50
H 1.67 0.07 -1.36
H 0.08 2.11 1.39
H 0.90 1.68 -0.91
H -1.02 -2.59 -0.95
H -1.44 1.70 -0.25
*
```

DFT total energy: -8898.8869 eV
structure (SMILES): C[C@@H]1CN1C.C=O
M: 101.1 g mol⁻¹
HOMO energy: -9.2 eV
lowest unoccupied orbital energy: 0.0344 Ha
ΔE to the lowest compared entry with this formula, charge and spin: 64.81 kcal/mol
gap between HOMO and LUMO: 10.13 eV

Mulliken atomic charge list, values in e, 2 entries: -0.47, -0.02